No. 1
{
  "formula": "C4H9N3",
  "method": "ωB97M-V/def2-TZVPD",
  "de_lowest_kj_mol": 406.0,
  "gap_ev": 9.118,
  "e_homo_ev": -8.2,
  "e_tot_ev": -8760.317,
  "species": ["C", "C", "N", "N", "H", "H", "H", "H", "H", "H", "C", "C", "N", "H", "H", "H"],
  "positions_angstrom": [[-2.21554, 0.31802, -0.26590], [-0.86942, 0.87848, 0.05702], [0.01223, 1.32187, -0.78338], [1.25875, 1.70916, -0.41164], [-1.89048, -0.69958, -0.64846], [-2.82171, 0.07413, 0.70609], [-2.68406, 0.96194, -1.00384], [-0.53587, 0.88504, 1.07524], [1.73130, 1.56430, 0.44501], [1.86549, 1.49975, -1.16138], [1.32880, -0.97779, 1.19472], [0.93541, -1.52082, 0.09609], [0.55224, -1.74743, -1.06846], [2.17009, -0.41527, 1.29598], [0.58803, -1.13669, 2.05404], [0.57476, -2.71512, -1.58112]],
  "atomic_forces_ev_per_a": [[0.734, -1.664, 1.158], [2.262, 1.733, -0.112], [-2.295, -1.290, 0.448], [-0.332, 0.995, -1.120], [-1.070, 0.958, -0.187], [0.949, 0.961, -1.954], [-0.522, -0.445, -0.014], [-0.136, -0.183, 0.913], [-0.502, -0.587, 1.480], [0.639, 0.099, -0.809], [-3.511, -1.799, 2.457], [-0.296, -0.886, -4.140], [-0.024, -1.777, 0.859], [2.253, 1.117, 0.334], [1.411, 0.459, -1.107], [0.442, 2.309, 1.793]],
  "nbo_charge": [-0.67, 0.02, -0.24, -0.65, 0.24, 0.22, 0.24, 0.14, 0.34, 0.36, -0.66, 0.44, -0.66, 0.23, 0.25, 0.40]
}

---

No. 2
{
  "formula": "C24H25BaCl2N5O3SSi",
  "method": "ωB97M-V/def2-TZVPD",
  "de_lowest_kj_mol": 0.0,
  "gap_ev": 5.913,
  "e_homo_ev": -2.0,
  "e_tot_ev": -83345.546,
  "charge": -2,
  "species": ["Ba", "N", "C", "S", "N", "N", "C", "C", "C", "C", "C", "C", "C", "O", "H", "H", "H", "H", "H", "H", "H", "C", "C", "C", "C", "C", "C", "N", "N", "Si", "C", "C", "C", "H", "H", "H", "H", "H", "H", "H", "H", "H", "H", "H", "H", "H", "H", "H", "Cl", "C", "C", "C", "Cl", "C", "O", "C", "C", "O", "C", "H", "H", "H"],
  "positions_angstrom": [[0.18357, 0.68445, 0.05589], [-3.00747, 0.02042, 2.52798], [-2.38211, 1.19188, 2.11301], [-2.86263, 1.82492, 0.57629], [-1.46011, 1.63088, 2.92931], [-1.01094, 2.90268, 2.65936], [0.09875, 3.23743, 3.19299], [1.04872, 2.42404, 3.99008], [1.38402, 2.83932, 5.27219], [2.30193, 2.15321, 6.05947], [2.91616, 1.02570, 5.51884], [2.62773, 0.60903, 4.23349], [1.69719, 1.29445, 3.40845], [1.47780, 0.92997, 2.19436], [-3.29876, -0.56475, 1.76083], [-2.48524, -0.46758, 3.24246], [0.37274, 4.28201, 3.03702], [0.89301, 3.72432, 5.66854], [2.53154, 2.48721, 7.06445], [3.63762, 0.46668, 6.10795], [3.12023, -0.25921, 3.80940], [0.02953, -1.90566, 3.44272], [-0.67439, -2.55182, 2.28023], [-1.37597, -3.74015, 2.42449], [-1.99019, -4.26628, 1.28064], [-1.89380, -3.61388, 0.08054], [-1.16855, -2.37997, -0.01279], [-0.57439, -1.90517, 1.12099], [-1.03028, -1.65694, -1.11652], [-1.73787, -1.76917, -2.64361], [-1.11493, -3.23259, -3.67402], [-1.27889, -0.19978, -3.57060], [-3.62439, -1.87968, -2.61536], [-0.20363, -2.40826, 4.38283], [-0.23292, -0.84733, 3.51372], [1.10976, -1.93225, 3.28734], [-1.43795, -4.22913, 3.38745], [-2.54751, -5.19681, 1.33791], [-2.36490, -4.01974, -0.80653], [-0.02816, -3.18977, -3.77814], [-1.55472, -3.22911, -4.67643], [-1.36594, -4.18486, -3.19828], [-0.19208, -0.08043, -3.60083], [-1.69637, 0.67100, -3.05500], [-1.65159, -0.19143, -4.59878], [-3.97162, -2.80083, -2.14052], [-4.03784, -1.84625, -3.62850], [-4.03400, -1.04027, -2.04801], [3.43959, 3.33561, -7.07104], [3.00074, 2.60740, -5.53866], [3.62141, 1.41449, -5.14805], [3.29004, 0.83220, -3.95738], [4.06672, -0.65242, -3.49874], [2.30692, 1.37417, -3.04372], [2.01119, 0.80030, -1.97294], [1.71505, 2.60808, -3.50032], [0.73301, 3.32685, -2.70989], [0.31256, 3.05025, -1.60252], [2.06551, 3.18825, -4.72742], [4.36041, 0.94900, -5.78638], [0.35216, 4.24291, -3.21187], [1.58449, 4.11236, -5.02837]],
  "atomic_forces_ev_per_a": [[-0.234, 0.110, 0.114], [-0.004, 0.037, 0.029], [0.035, -0.054, -0.048], [0.029, -0.048, -0.132], [0.040, -0.159, 0.082], [0.008, 0.127, -0.068], [0.042, -0.028, 0.002], [-0.020, 0.010, 0.043], [-0.018, -0.019, -0.025], [0.023, -0.012, 0.010], [-0.017, 0.003, 0.000], [-0.010, -0.001, 0.019], [-0.002, -0.031, -0.043], [0.103, -0.037, -0.075], [-0.001, 0.003, -0.003], [0.004, -0.008, 0.003], [-0.030, 0.004, -0.018], [0.002, 0.000, 0.006], [-0.004, 0.000, 0.000], [-0.001, 0.007, 0.010], [-0.001, 0.008, -0.014], [0.001, -0.001, -0.016], [0.033, 0.025, 0.095], [-0.024, 0.002, -0.051], [0.034, 0.043, 0.016], [-0.029, -0.024, 0.002], [-0.103, -0.172, -0.025], [0.071, 0.114, -0.149], [0.167, 0.230, 0.120], [0.020, 0.006, -0.003], [-0.042, -0.003, 0.013], [-0.004, 0.005, 0.021], [-0.003, -0.017, -0.020], [-0.008, -0.002, -0.001], [-0.001, 0.003, 0.003], [-0.003, 0.007, -0.004], [-0.010, -0.015, -0.004], [0.003, -0.002, 0.026], [0.009, 0.024, -0.013], [0.004, 0.016, 0.009], [0.002, -0.004, -0.001], [0.003, -0.001, -0.001], [0.000, -0.005, 0.001], [0.000, 0.003, -0.004], [-0.007, -0.012, 0.000], [0.000, -0.001, -0.002], [-0.003, 0.004, 0.002], [0.016, 0.011, 0.005], [0.010, 0.019, -0.038], [-0.044, 0.015, 0.048], [0.006, -0.041, 0.043], [0.017, 0.003, -0.053], [0.012, -0.025, 0.011], [-0.076, 0.077, 0.006], [-0.032, -0.054, 0.058], [0.020, -0.044, -0.002], [0.008, -0.033, 0.072], [-0.030, -0.057, -0.054], [0.036, -0.028, -0.028], [0.000, 0.005, -0.005], [0.009, 0.015, 0.020], [-0.008, 0.004, 0.010]],
  "nbo_charge": [1.84, -0.83, 0.26, -0.56, -0.50, -0.25, 0.05, -0.21, -0.17, -0.33, -0.23, -0.28, 0.40, -0.91, 0.39, 0.38, 0.16, 0.19, 0.18, 0.18, 0.19, -0.66, 0.26, -0.39, -0.16, -0.35, 0.42, -0.61, -1.19, 1.81, -1.13, -1.13, -1.13, 0.19, 0.26, 0.23, 0.19, 0.19, 0.19, 0.23, 0.21, 0.22, 0.24, 0.24, 0.21, 0.22, 0.21, 0.25, -0.06, -0.13, -0.25, -0.04, -0.03, 0.40, -0.75, -0.31, 0.44, -0.60, -0.16, 0.22, 0.09, 0.21]
}